Here is a cluster of 2 separate species, C4H16N6 in total from OMol25. Energies are from ωB97M-V/def2-TZVPD.

The strongest force on any atom comes out at 0.0505 hartree/bohr. As for the net charge: +3. For the energy above the lowest of the compared OMol25 structures with the same formula, charge and spin, the calculation gives 0.0 kJ/mol. Its calculated total energy is -13316.85524 eV. Its HOMO energy (spin up / spin down) is -20.96 / -20.85 eV. Its spin multiplicity is 2.

Each line ends with the Mulliken charge.
Element x y z (Å)
C: 1.6051 2.2132 1.3743  -0.870
H: 1.1009 2.9641 -0.4171  0.334
H: -2.0765 -2.3070 2.3356  0.414
H: 2.3411 0.6657 -2.7285  0.307
H: -1.2582 -3.6445 1.6821  0.327
N: 2.5506 0.0589 -0.2328  -0.237
N: 1.5209 2.1492 -0.0377  0.086
H: -2.8920 -3.3835 1.0902  0.393
H: -0.3026 -0.4033 -1.2155  0.217
C: -1.8691 -0.9242 0.0183  0.676
N: 1.6266 1.0085 -2.0901  -0.369
N: -1.3552 -2.0883 0.3709  -0.175
H: 2.7369 -0.7483 -0.8238  0.286
H: 1.0734 1.7676 -2.4784  0.265
H: 1.1404 1.3810 1.9312  0.417
H: -3.1417 0.5565 0.3893  0.220
H: 2.6221 2.3436 1.8167  0.449
H: -0.7900 -2.5173 -0.3506  0.281
N: -1.1860 -0.0981 -0.8504  -0.413
H: 2.8393 0.0161 0.7389  0.254
H: -1.7359 0.5596 -1.3827  0.251
H: -3.4995 -0.9184 1.2282  0.256
H: 1.1220 3.1174 1.7135  0.342
C: 1.9917 1.0814 -0.8011  0.643
C: -1.9786 -2.9069 1.4353  -0.994
N: -2.8537 -0.3622 0.6848  -0.360

Atoms 1-2, force components in eV/Å:
-0.3 0.7 0.9
-0.4 1.0 -1.4